No. 1
{"formula": "C7H3Cl16NO6S", "method": "wB97M-V/def2-TZVPD", "gap_ev": 9.3, "energy_ha": -8535.72021, "fmax_ev_per_a": 10.37, "species": ["O", "C", "N", "O", "S", "O", "O", "C", "C", "O", "O", "H", "H", "H", "C", "Cl", "Cl", "Cl", "Cl", "C", "Cl", "Cl", "Cl", "Cl", "C", "Cl", "Cl", "Cl", "Cl", "C", "Cl", "Cl", "Cl", "Cl"], "positions_angstrom": [[0.391, 1.442, -2.293], [-0.021, 2.513, -2.817], [-0.546, 3.515, -3.537], [-0.882, 2.986, -4.759], [-0.177, 3.896, -6.034], [-0.826, 3.305, -7.280], [1.461, 3.531, -6.215], [2.252, 3.939, -5.067], [3.705, 4.534, -5.454], [4.112, 4.606, -6.653], [4.492, 5.021, -4.329], [2.338, 3.062, -4.308], [1.659, 4.768, -4.504], [3.883, 5.703, -3.927], [-0.537, -0.803, 0.688], [0.448, 0.066, -0.510], [-2.235, -0.811, 0.165], [0.046, -2.477, 0.836], [-0.409, 0.011, 2.264], [-4.847, -4.118, 1.399], [-5.228, -4.155, -0.337], [-6.043, -3.113, 2.247], [-4.900, -5.775, 2.050], [-3.227, -3.429, 1.633], [-1.401, -4.902, 5.436], [-2.758, -5.306, 4.360], [-0.359, -6.328, 5.634], [-0.455, -3.573, 4.729], [-2.031, -4.403, 7.022], [2.419, -0.741, 5.913], [2.241, -1.523, 4.326], [0.939, -0.989, 6.866], [3.803, -1.452, 6.772], [2.693, 1.001, 5.687]], "lowdin_charge": [-0.107, -0.051, -0.020, -0.356, 1.061, -0.395, -0.335, -0.170, -0.323, 0.090, 0.023, 0.145, 0.120, 0.123, -1.972, 0.658, 0.504, 0.505, 0.509, -2.001, 0.523, 0.523, 0.497, 0.458, -2.005, 0.477, 0.522, 0.476, 0.518, -2.018, 0.481, 0.505, 0.520, 0.515]}

No. 2
{"formula": "C6H14N2", "method": "wB97M-V/def2-TZVPD", "charge": 2, "gap_ev": 14.8, "energy_ha": -345.77464, "fmax_ev_per_a": 4.28, "de_lowest_ev": 3.060, "species": ["C", "C", "C", "C", "C", "C", "N", "N", "H", "H", "H", "H", "H", "H", "H", "H", "H", "H", "H", "H", "H", "H"], "positions_angstrom": [[-0.788, 0.249, -1.415], [0.770, 0.405, -1.358], [-0.069, 0.743, 0.811], [0.042, -1.146, 0.178], [-2.321, -0.074, 0.620], [2.334, -0.114, 0.621], [-1.028, -0.089, 0.101], [0.997, -0.012, 0.087], [-1.352, 1.201, -1.627], [-1.117, -0.618, -1.964], [1.335, -0.400, -2.001], [1.091, 1.402, -1.540], [0.002, 1.832, 0.421], [-0.157, 0.690, 1.902], [0.182, -1.665, 1.082], [-0.159, -1.889, -0.565], [-2.510, 0.911, 1.052], [-3.099, -0.263, -0.114], [-2.371, -0.855, 1.380], [2.508, -0.832, 1.410], [3.051, -0.307, -0.142], [2.660, 0.830, 1.061]], "lowdin_charge": [0.042, 0.007, 0.009, 0.040, 0.040, 0.062, -0.220, -0.193, 0.180, 0.145, 0.205, 0.140, 0.211, 0.193, 0.163, 0.171, 0.141, 0.137, 0.141, 0.131, 0.117, 0.138]}

No. 3
{"formula": "C16H31CuF3NO9S", "method": "wB97M-V/def2-TZVPD", "spin_multiplicity": 3, "gap_ev": [8.5, 5.0], "energy_ha": -3698.19772, "fmax_ev_per_a": 4.32, "species": ["Cu", "C", "C", "O", "O", "H", "H", "H", "C", "C", "O", "O", "H", "H", "H", "C", "O", "O", "C", "F", "F", "F", "C", "C", "H", "H", "H", "H", "H", "H", "C", "C", "C", "O", "C", "N", "H", "H", "H", "H", "H", "H", "H", "H", "H", "H", "H", "C", "C", "C", "S", "O", "O", "C", "H", "H", "H", "H", "H", "H", "H", "H"], "positions_angstrom": [[-0.155, -0.984, -0.176], [-1.474, -4.888, -0.150], [-0.236, -4.176, -0.651], [0.163, -3.260, 0.140], [0.351, -4.500, -1.731], [-2.344, -4.298, 0.137], [-1.223, -5.785, 0.417], [-1.759, -5.455, -1.036], [0.379, -0.141, -3.994], [0.992, -1.341, -3.218], [1.242, -1.191, -1.991], [1.389, -2.352, -3.762], [0.967, 0.757, -4.187], [-0.573, 0.082, -3.512], [0.044, -0.579, -4.935], [0.029, 2.509, -1.020], [1.222, 2.501, -1.888], [-0.178, 1.243, -0.401], [0.049, 3.745, 0.055], [-0.254, 4.953, -0.503], [-0.552, 3.665, 1.202], [1.336, 3.891, 0.428], [1.392, 3.621, -2.743], [2.950, 3.682, -3.120], [3.316, 2.874, -3.754], [3.276, 4.600, -3.608], [3.506, 3.660, -2.182], [1.059, 4.595, -2.385], [0.824, 3.282, -3.610], [-0.884, 2.687, -1.587], [-3.772, -0.795, 2.259], [-2.801, -1.346, 1.219], [-2.964, -0.918, -0.285], [-2.041, -1.553, -1.129], [-2.527, -1.350, -2.451], [-1.528, -0.927, 1.783], [-3.462, -0.910, 3.298], [-4.729, -1.316, 2.225], [-3.992, 0.267, 2.151], [-2.901, -2.427, 1.321], [-2.841, 0.151, -0.458], [-4.015, -1.111, -0.500], [-3.568, -1.673, -2.451], [-2.002, -1.914, -3.222], [-2.648, -0.311, -2.758], [-1.482, 0.063, 1.979], [-1.375, -1.291, 2.713], [2.088, -0.475, 4.263], [1.807, 0.995, 4.150], [1.751, 1.434, 2.699], [2.596, 0.100, 1.762], [3.818, 0.559, 1.091], [1.573, -0.602, 1.014], [3.110, -0.830, 3.242], [1.212, -1.051, 3.965], [2.275, -0.721, 5.308], [2.472, 1.733, 4.598], [0.838, 1.165, 4.618], [2.238, 2.382, 2.468], [0.745, 1.465, 2.280], [4.018, -0.287, 3.503], [3.250, -1.902, 3.104]], "mulliken_spin": [0.777, 0.003, -0.014, 0.107, 0.048, -0.001, 0.000, 0.000, -0.016, -0.051, 0.508, 0.518, -0.001, 0.008, 0.016, 0.002, -0.001, 0.064, 0.006, 0.001, 0.000, 0.000, 0.001, 0.000, 0.000, 0.000, 0.000, 0.000, 0.000, -0.001, 0.000, 0.000, -0.002, 0.012, -0.001, 0.009, 0.000, 0.000, 0.000, 0.001, -0.001, -0.001, 0.001, 0.000, 0.000, 0.000, 0.000, 0.000, 0.000, 0.000, 0.001, 0.001, 0.003, 0.001, 0.000, 0.000, 0.000, 0.000, 0.000, 0.000, 0.000, 0.000]}

No. 4
{"formula": "C9H10IN3O6P", "method": "wB97M-V/def2-TZVPD", "charge": -1, "gap_ev": 3.8, "energy_ha": -1603.69839, "fmax_ev_per_a": 3.15, "species": ["N", "C", "N", "C", "O", "C", "N", "P", "O", "I", "H", "H", "H", "H", "H", "H", "H", "H", "C", "C", "C", "O", "C", "C", "C", "O", "O", "O", "H", "H"], "positions_angstrom": [[-3.621, -0.494, -0.089], [-2.469, -0.834, -0.690], [-1.528, -1.432, 0.114], [-0.238, -1.421, -0.598], [-0.297, -2.091, -1.841], [-1.335, -1.613, -2.653], [-2.249, -0.636, -2.030], [-1.959, 1.075, -2.519], [-0.315, 1.118, -2.779], [-2.282, 2.571, -0.643], [-3.531, 0.170, 0.670], [-4.513, -0.841, -0.399], [-1.789, -2.384, 0.363], [0.489, -1.970, 0.020], [0.152, -0.384, -0.653], [-1.959, -2.492, -2.920], [-0.932, -1.241, -3.611], [0.117, 1.247, -1.886], [1.393, 1.978, 1.916], [2.294, 1.975, 2.983], [3.383, 0.884, 2.885], [4.300, 0.778, 3.696], [3.301, -0.059, 1.785], [2.396, -0.051, 0.746], [1.384, 1.103, 0.798], [0.542, 1.287, -0.119], [2.308, -0.866, -0.219], [2.303, 2.739, 3.959], [0.598, 2.720, 1.896], [4.057, -0.837, 1.821]], "lowdin_charge": [0.151, -0.468, 0.168, -0.197, -0.056, -0.227, -0.190, 0.538, -0.372, 0.561, 0.074, 0.119, 0.162, 0.139, 0.077, 0.132, 0.123, 0.012, -0.016, -0.410, -0.380, -0.003, -0.020, -0.416, -0.349, -0.223, -0.098, -0.013, 0.088, 0.093]}

Question: What is the formula in the fourth record?
Answer: C9H10IN3O6P